(1)
123
Properties=species:S:1:pos:R:3:nbo_charge:R:1 method="wB97M-V/def2-TZVPD" total_charge=+2 energy_ev=-151971.8872
Ti -0.06962 0.56070 1.03960 2.01
N -7.34571 -2.90480 7.00259 -0.23
C -6.59878 -2.55486 6.20954 0.24
C -5.67635 -2.12119 5.22293 -0.14
C -4.30570 -2.30143 5.41570 -0.14
C -3.41886 -1.87256 4.44953 -0.22
C -3.87454 -1.23239 3.29288 -0.01
C -5.24792 -1.06842 3.10247 -0.22
C -6.14211 -1.51971 4.05271 -0.14
C -2.87196 -0.69720 2.35964 0.25
C -2.87026 0.67794 2.10117 -0.02
C -3.83851 1.63345 2.49764 -0.12
C -3.47324 2.83405 1.92670 -0.28
C -2.29225 2.59383 1.22494 0.08
N -1.90814 1.31049 1.31966 -0.67
C -1.94610 -1.59138 1.80003 0.00
C -1.98677 -3.00125 1.90011 -0.11
C -0.89676 -3.48833 1.20342 -0.28
C -0.23108 -2.38023 0.69181 0.07
N -0.84241 -1.22696 1.02379 -0.71
H -3.94354 -2.76295 6.32201 0.25
H -2.35663 -1.99521 4.59956 0.22
H -5.61676 -0.61516 2.19533 0.23
H -7.20448 -1.39776 3.90736 0.25
H -4.69655 1.44569 3.10980 0.25
H -3.97737 3.77757 2.01545 0.25
H -1.72168 3.33414 0.68779 0.22
H -2.72847 -3.57620 2.41763 0.25
H -0.60098 -4.51264 1.10010 0.25
H 0.67110 -2.39423 0.10471 0.23
S -3.05639 2.87219 -5.08163 0.46
C -4.00454 1.72620 -5.90066 -0.37
C -4.03539 0.52163 -5.25879 -0.24
C -3.29816 0.51864 -4.06825 -0.23
C -2.68293 1.72773 -3.80852 -0.18
C -1.77376 2.10264 -2.76253 -0.11
C -1.36125 1.21506 -1.74244 0.12
N -0.44031 1.51451 -0.83645 -0.58
C 0.09338 2.75845 -0.82709 0.21
C -0.28840 3.74341 -1.77252 -0.14
C 0.27159 5.05563 -1.67745 -0.11
C 1.14331 5.37552 -0.69497 -0.18
C 1.56209 4.40826 0.26842 -0.10
C 2.45955 4.69886 1.29327 -0.04
C 2.84173 3.70543 2.19972 -0.08
C 2.28424 2.42430 2.00352 0.12
N 1.38030 2.13950 1.08259 -0.59
C 1.03087 3.09571 0.19649 0.21
C 3.69383 3.98599 3.32109 -0.26
C 4.14619 3.13152 4.31064 -0.19
C 4.86863 3.78612 5.31481 -0.25
C 4.96799 5.13235 5.09835 -0.36
S 4.20099 5.62191 3.66238 0.48
C -1.22053 3.38802 -2.73973 -0.04
H -4.49196 1.99717 -6.81681 0.26
H -4.56940 -0.32797 -5.64343 0.24
H -3.24941 -0.34166 -3.42536 0.22
H -1.79630 0.22156 -1.67380 0.23
H -0.03457 5.79204 -2.40115 0.23
H 1.55643 6.36789 -0.61052 0.24
H 2.85512 5.69810 1.39550 0.23
H 2.58330 1.60603 2.65021 0.23
H 3.97046 2.06966 4.31769 0.22
H 5.29160 3.29815 6.17544 0.25
H 5.45457 5.86165 5.71578 0.26
H -1.50995 4.11521 -3.48332 0.23
F -0.60684 0.24582 -8.40116 -0.31
C -0.27066 -0.10469 -7.15295 0.42
C -0.28835 -1.44238 -6.79809 -0.27
C 0.03965 -1.78608 -5.50050 -0.23
C 0.34941 -0.80942 -4.56830 -0.29
C 0.38150 0.52170 -4.95137 -0.25
C 0.07831 0.88418 -6.25120 -0.29
Sb 0.78706 -1.32140 -2.51550 1.09
C 2.70100 -2.21372 -2.99491 -0.37
C 2.90180 -3.57115 -3.18428 -0.21
C 4.16803 -4.06054 -3.45307 -0.30
C 5.22397 -3.17159 -3.55028 0.49
F 6.45473 -3.63887 -3.79135 -0.32
C 5.03984 -1.80620 -3.40540 -0.30
C 3.77068 -1.33867 -3.12287 -0.22
C -0.48478 -3.07233 -2.50556 -0.37
C -0.15100 -4.26349 -1.87717 -0.23
C -1.02554 -5.33574 -1.89580 -0.27
C -2.25137 -5.19076 -2.52118 0.42
F -3.10050 -6.22436 -2.54305 -0.30
C -2.62812 -3.99666 -3.11323 -0.27
C -1.73046 -2.94710 -3.10226 -0.23
H -0.55153 -2.18931 -7.52813 0.24
H 0.04669 -2.82706 -5.21469 0.22
H 0.65585 1.28995 -4.23694 0.20
H 0.11371 1.91123 -6.57369 0.24
H 2.07037 -4.25806 -3.14257 0.22
H 4.33961 -5.11543 -3.59529 0.24
H 5.87664 -1.13639 -3.52087 0.24
H 3.60848 -0.27210 -3.02616 0.20
H 0.79915 -4.37250 -1.37166 0.21
H -0.76893 -6.27940 -1.44054 0.24
H -3.59562 -3.90611 -3.57952 0.24
H -1.98734 -2.02161 -3.59904 0.21
N 4.76614 -2.22662 2.05988 -0.76
C 4.12595 -1.36452 1.26445 0.37
C 2.71381 -1.19932 1.31998 -0.04
N 2.07194 -0.34546 0.53424 -0.50
C 2.83049 0.34177 -0.34341 -0.06
C 4.21296 0.20192 -0.37044 0.05
N 4.85666 -0.62212 0.42627 -0.40
H 4.25953 -2.90049 2.60734 0.41
H 5.75988 -2.34521 1.93336 0.43
H 2.13661 -1.81756 1.99318 0.23
H 2.32326 1.01017 -1.02703 0.22
H 4.82547 0.77593 -1.05138 0.22
F 0.45711 -1.55343 3.41578 -0.31
C 0.38532 -0.32008 3.98660 0.32
C 0.11590 0.73929 3.13515 -0.59
C 0.04708 1.97716 3.76619 0.39
F -0.23184 3.05145 2.97853 -0.31
C 0.30089 2.18344 5.11663 0.27
F 0.30738 3.40427 5.63861 -0.27
C 0.58464 1.07957 5.92183 0.32
F 0.84565 1.25327 7.20661 -0.26
C 0.61833 -0.19403 5.35349 0.27
F 0.89094 -1.26953 6.08564 -0.27

(2)
48
Properties=species:S:1:pos:R:3:nbo_charge:R:1 method="wB97M-V/def2-TZVPD" total_charge=+1 energy_ev=-49569.0554
C 4.12292 -0.67772 -0.43951 -0.65
C 3.95444 0.02056 -1.77960 -0.06
O 4.05685 1.42756 -1.76227 -0.52
C 3.44681 2.06693 -0.66907 -0.06
C 1.94860 1.78751 -0.49590 -0.46
C 1.03163 2.97190 -0.84006 -0.40
C 0.29050 2.84043 -2.16441 -0.38
C -0.48439 1.53697 -2.37710 -0.81
B -1.60176 1.20066 -1.35491 1.21
O -1.79543 1.79321 -0.10085 -0.87
B -1.95596 0.84016 0.85465 1.07
C -1.05503 0.68220 2.15925 0.41
O 0.03096 0.18042 1.98991 -0.55
N -1.50365 1.01278 3.47714 -0.69
C -0.38021 1.06961 4.35917 0.98
O -0.00273 0.15910 5.05086 -0.51
F 0.19826 2.25132 4.34902 -0.30
O -2.90922 -0.13595 0.62578 -0.87
B -2.56274 -0.70133 -0.61162 1.15
C -2.19129 -2.21985 -0.64328 -0.54
I -0.09175 -2.50712 -0.41536 0.18
C -3.05285 -3.20443 -0.73565 -0.10
C -4.52917 -2.89208 -0.81777 -0.68
I -2.43915 -5.23661 -0.69909 0.14
O -2.49197 0.14246 -1.67190 -0.87
H 4.41478 -1.70665 -0.57637 0.22
H 4.77944 -0.15236 0.23355 0.22
H 3.15701 -0.71090 0.05911 0.19
H 3.02747 -0.28747 -2.25930 0.15
H 4.73934 -0.32724 -2.43646 0.19
H 3.55331 3.12400 -0.86134 0.19
H 3.97254 1.90626 0.26458 0.16
H 1.79380 1.60947 0.56044 0.22
H 1.61960 0.88520 -0.99141 0.20
H 1.60978 3.88423 -0.89925 0.21
H 0.35081 3.13047 -0.02049 0.20
H 0.93809 3.02199 -3.00827 0.21
H -0.43845 3.64432 -2.19896 0.20
H -0.96306 1.58259 -3.34998 0.26
H 0.17568 0.67610 -2.43268 0.25
H -1.95847 1.92238 3.42339 0.41
H -4.85799 -2.40493 0.08785 0.24
H -4.69166 -2.27955 -1.69177 0.25
H -5.07085 -3.81495 -0.93411 0.24
O -1.71356 -4.65580 2.88604 -0.77
H -1.97297 -4.17292 3.69606 0.58
H -0.94145 -5.23537 3.04183 0.58
H -1.55682 -4.04752 2.12010 0.58

(3)
69
Properties=species:S:1:pos:R:3:nbo_charge:R:1 method="wB97M-V/def2-TZVPD" total_charge=+1 energy_ev=-43737.6707
O 0.30201 3.06413 0.67987 -0.61
C -0.85911 2.72868 0.44166 0.69
C -1.67152 2.94073 -0.77925 -0.07
C -2.83986 2.20169 -0.67351 -0.15
C -3.77088 2.18019 -1.70401 -0.15
C -3.50461 2.95622 -2.84441 -0.19
C -2.32262 3.71517 -2.93940 -0.19
C -1.38120 3.70443 -1.90048 -0.19
C -2.84658 1.50927 0.64371 0.69
O -3.63412 0.69453 1.10333 -0.53
N -1.67814 1.97999 1.28708 -0.47
C -1.26330 1.55741 2.63253 -0.23
C -0.29126 0.38900 2.61244 -0.05
C -0.16029 -0.42344 3.91520 -0.40
C 1.14544 -1.21856 3.68141 -0.41
C 1.85491 -0.51079 2.50181 -0.22
N 1.07872 0.70110 2.32329 -0.66
H -4.66946 1.57448 -1.59933 0.24
H -4.21542 2.97852 -3.67272 0.23
H -2.14326 4.31260 -3.83389 0.23
H -0.44908 4.26575 -1.92702 0.23
H -0.82573 2.42788 3.13692 0.22
H -2.17865 1.23536 3.13369 0.24
H -0.69808 -0.32163 1.85495 0.16
H -0.05412 0.27207 4.75983 0.20
H -1.04440 -1.04686 4.06398 0.22
H 1.77915 -1.21398 4.57063 0.21
H 0.90035 -2.25024 3.41123 0.22
H 2.91454 -0.29129 2.68681 0.17
H 1.80263 -1.18186 1.61937 0.17
H 1.25642 1.25994 1.49418 0.39
C 4.67075 3.92075 0.41423 -0.42
N 4.95863 3.69130 1.81646 -0.29
C 4.44064 2.66980 2.55322 0.15
C 4.88957 2.77930 3.88973 -0.21
C 4.52599 1.93683 4.95371 0.07
C 5.20943 1.84664 6.18362 -0.22
C 6.56881 2.10220 6.49862 0.12
N 6.75360 2.02478 7.84738 -0.30
C 7.99499 2.31543 8.53847 -0.41
C 5.54507 1.69644 8.47429 0.11
C 4.56414 1.55837 7.46382 0.00
C 3.22772 1.41707 7.81537 -0.20
C 2.88956 1.44770 9.17864 -0.20
C 3.87493 1.60285 10.16995 -0.19
C 5.23295 1.71679 9.82779 -0.23
C 5.72402 3.98469 3.94038 0.00
C 5.76760 4.50226 2.61945 0.12
C 6.41628 5.68710 2.29175 -0.22
C 7.04273 6.38929 3.33489 -0.19
C 6.97992 5.91189 4.65348 -0.20
C 6.30214 4.72159 4.96367 -0.22
H 5.10454 4.87847 0.12158 0.23
H 5.10268 3.12527 -0.20624 0.23
H 3.58599 3.93264 0.24703 0.24
H 3.79041 1.92073 2.11105 0.24
H 3.64367 1.30800 4.81634 0.23
H 7.38581 2.35606 5.83214 0.24
H 7.82014 2.26359 9.61669 0.23
H 8.77330 1.59151 8.26336 0.23
H 8.36159 3.31785 8.27642 0.22
H 2.48940 1.30368 7.02012 0.22
H 1.84570 1.35652 9.47783 0.23
H 3.57901 1.63679 11.21820 0.23
H 6.02292 1.82559 10.56957 0.23
H 6.42648 6.04087 1.26336 0.23
H 7.57350 7.31939 3.13036 0.23
H 7.45899 6.47691 5.45366 0.23
H 6.22805 4.36849 5.98998 0.22

(4)
16
Properties=species:S:1:pos:R:3:nbo_charge:R:1 method="wB97M-V/def2-TZVPD" smiles=CCN.O.O energy_ev=-7836.7118
C -1.60603 -1.17539 0.70965 -0.62
C -1.20397 0.05555 0.04136 -0.21
N -0.35124 -0.12304 -1.05951 -0.86
H -2.01971 -1.82873 0.02628 0.20
H -2.33032 -1.04612 1.57946 0.22
H -0.60389 -1.61961 0.89181 0.22
H -0.55726 0.58433 0.70742 0.17
H -2.04428 0.70299 -0.23236 0.15
H -0.26802 0.77373 -1.46575 0.37
H -0.65808 -0.90739 -1.73693 0.36
H 3.06165 -0.85997 0.02464 0.47
H 1.55110 -0.98745 -0.39339 0.49
O 2.27961 -1.37911 0.12480 -0.98
H 1.54200 2.05674 0.90849 0.49
H 1.31060 3.18805 -0.28017 0.48
O 1.89785 2.56543 0.15421 -0.97